Record 1
ORCA calculation (ωB97M-V/def2-TZVPD) on 6 unconnected molecules or ions with the total composition C39H39O2.

Structure (XYZ):
```
80
Properties=species:S:1:pos:R:3:forces:R:3
C 4.624 -0.700 2.438 -0.963 0.610 -0.282
C 3.266 -0.004 2.552 2.010 -1.096 -0.264
C 2.987 0.741 3.658 -0.278 0.701 1.015
C 1.750 1.342 3.773 0.294 0.033 0.093
C 0.843 1.185 2.759 -2.118 1.468 0.388
C -0.548 1.802 2.865 0.172 -0.828 0.200
C -1.555 0.602 2.712 -0.143 -0.647 0.381
O -1.292 -0.390 3.441 -0.080 0.662 -0.147
O -2.485 0.703 1.883 0.113 0.402 -0.219
C 1.127 0.453 1.641 0.341 -0.471 -0.895
C 2.354 -0.150 1.533 -0.005 -0.215 -0.266
H 4.622 -1.230 1.484 0.346 -0.210 0.181
H 5.398 0.071 2.420 0.221 -0.304 0.145
H 4.744 -1.389 3.275 0.325 -0.012 -0.123
H 3.696 0.895 4.466 0.206 -0.253 -0.143
H 1.486 1.926 4.646 0.007 -0.005 0.026
H -0.702 2.562 2.095 -0.113 -0.043 0.088
H -0.685 2.234 3.870 0.013 0.002 -0.378
H 0.412 0.308 0.841 -0.252 0.115 0.184
H 2.616 -0.761 0.677 -0.074 0.011 -0.048
C -2.504 -0.158 -2.357 0.085 0.018 -0.135
C -1.666 0.471 -1.444 -0.082 0.029 0.223
C -0.427 0.946 -1.858 -0.025 -0.010 -0.093
C -0.030 0.801 -3.180 0.047 0.010 0.013
C -0.869 0.175 -4.093 0.009 -0.028 -0.058
C -2.104 -0.308 -3.681 -0.026 0.018 0.042
H -3.468 -0.531 -2.037 0.011 0.004 0.021
H -1.978 0.590 -0.410 0.000 -0.026 0.053
H 0.229 1.431 -1.146 -0.020 0.015 0.002
H 0.935 1.176 -3.500 -0.013 0.010 -0.012
H -0.559 0.064 -5.126 -0.001 -0.002 0.006
H -2.758 -0.800 -4.392 -0.003 -0.005 0.013
C 4.072 -4.921 1.658 -0.014 -0.008 -0.012
C 2.977 -4.199 2.114 0.030 0.013 0.019
C 1.811 -4.155 1.363 -0.078 0.028 0.025
C 1.737 -4.841 0.159 0.034 -0.018 -0.002
C 2.830 -5.567 -0.296 -0.002 0.004 -0.006
C 3.999 -5.604 0.451 0.006 -0.008 0.001
H 4.983 -4.950 2.243 -0.003 0.007 -0.004
H 3.032 -3.667 3.056 -0.019 0.032 -0.024
H 0.960 -3.585 1.717 0.021 0.024 0.005
H 0.826 -4.810 -0.425 0.004 0.018 0.005
H 2.771 -6.103 -1.235 0.006 0.012 0.000
H 4.854 -6.165 0.094 -0.006 -0.001 0.002
C 3.422 -0.022 -5.211 -0.047 -0.021 -0.012
C 4.256 0.608 -4.298 -0.001 0.005 0.037
C 5.495 1.084 -4.704 0.001 0.009 -0.021
C 5.896 0.938 -6.025 -0.001 -0.002 0.008
C 5.060 0.310 -6.939 0.004 -0.007 -0.013
C 3.825 -0.173 -6.531 0.014 0.018 0.007
H 2.456 -0.396 -4.892 0.011 0.000 0.013
H 3.940 0.727 -3.269 0.000 -0.017 -0.006
H 6.149 1.569 -3.990 -0.011 0.004 -0.001
H 6.861 1.313 -6.342 -0.005 -0.005 0.001
H 5.373 0.198 -7.970 0.001 -0.004 0.008
H 3.174 -0.667 -7.242 -0.001 0.007 0.005
C -1.208 4.518 7.695 -0.004 -0.017 -0.001
C -2.222 4.691 8.627 -0.001 0.021 0.008
C -3.273 3.785 8.687 0.006 -0.015 0.001
C -3.304 2.701 7.820 0.022 0.073 0.043
C -2.288 2.527 6.891 0.018 -0.147 -0.133
C -1.241 3.436 6.825 -0.019 0.050 0.087
H -0.390 5.226 7.647 -0.007 -0.001 -0.001
H -2.195 5.534 9.307 -0.006 0.001 -0.011
H -4.068 3.924 9.409 0.010 -0.001 0.003
H -4.120 1.992 7.867 0.008 -0.001 -0.019
H -2.310 1.680 6.214 0.016 0.023 -0.024
H -0.451 3.301 6.096 -0.021 -0.023 -0.011
C -6.658 -1.216 -5.785 0.000 -0.002 -0.003
C -5.631 -0.326 -5.501 -0.015 0.001 -0.016
C -5.737 0.536 -4.418 0.024 0.037 -0.002
C -6.867 0.501 -3.612 -0.021 0.006 -0.010
C -7.893 -0.391 -3.894 -0.009 0.007 -0.009
C -7.791 -1.247 -4.982 0.000 -0.002 0.000
H -6.576 -1.886 -6.632 0.003 0.000 0.008
H -4.746 -0.304 -6.125 -0.005 0.010 0.005
H -4.938 1.233 -4.200 0.020 -0.042 0.027
H -6.947 1.169 -2.765 0.016 -0.016 0.005
H -8.773 -0.420 -3.264 0.009 -0.002 0.000
H -8.593 -1.940 -5.204 0.009 -0.005 0.009
```
Forces are in eV/Å.

Values from the calculation:
net charge: -1
multiplicity: 1
HOMO: -4.56 eV
E_tot: -1660.0563 Eh
orbital gap: 0.2560 Eh

Record 2
ORCA calculation (ωB97M-V/def2-TZVPD) on a molecular structure, C39H40AsBIN8PV.

Structure (XYZ):
```
92
Properties=species:S:1:pos:R:3:forces:R:3
V 0.022 -0.923 -0.748 -0.036 -0.192 -0.443
C -2.076 2.796 0.094 -0.078 -0.021 -0.009
C -0.901 2.055 -0.033 0.296 0.008 -0.045
N -1.165 0.798 -0.359 -0.430 0.113 -0.145
N -2.513 0.696 -0.442 0.271 -0.409 0.160
C -3.075 1.882 -0.171 -0.173 0.086 0.037
B -3.195 -0.670 -0.701 -0.036 0.030 0.025
N -2.690 -1.758 0.279 0.302 0.428 -0.039
C -3.415 -2.631 0.991 -0.184 -0.064 0.096
C -2.559 -3.426 1.725 -0.112 0.048 -0.042
C -1.291 -2.952 1.390 0.323 -0.050 -0.004
N -1.368 -1.952 0.522 -0.413 -0.177 -0.140
N -2.852 -1.130 -2.149 0.357 -0.098 0.099
C -3.668 -1.322 -3.190 -0.061 0.031 -0.057
C -2.920 -1.770 -4.263 -0.035 0.029 0.048
C -1.619 -1.816 -3.762 0.275 -0.043 -0.046
N -1.573 -1.432 -2.486 -0.308 0.143 0.428
H -2.180 3.832 0.361 -0.014 0.023 0.001
H 0.126 2.356 0.108 -0.008 0.023 0.019
H -4.147 1.987 -0.189 -0.016 0.025 0.042
H -4.387 -0.547 -0.580 0.082 -0.037 -0.115
H -4.489 -2.619 0.921 -0.022 -0.004 0.044
H -2.810 -4.209 2.418 -0.013 -0.018 0.004
H -0.325 -3.274 1.751 -0.027 -0.008 -0.012
H -4.722 -1.127 -3.094 -0.032 -0.007 -0.014
H -3.262 -2.018 -5.251 -0.007 -0.008 -0.016
H -0.707 -2.103 -4.267 -0.011 0.025 -0.027
C -0.566 -3.444 5.643 -0.029 0.050 -0.034
C -1.612 -2.572 5.369 0.071 -0.020 -0.005
C -1.407 -1.491 4.526 -0.019 0.031 0.009
C -0.155 -1.235 3.960 -0.111 -0.059 0.076
C 0.882 -2.118 4.247 0.099 0.009 -0.048
C 0.679 -3.215 5.075 -0.033 0.021 -0.017
P -0.068 0.158 2.763 0.021 0.155 -0.064
C 0.234 1.601 3.874 -0.018 -0.153 0.133
C -0.241 1.648 5.182 -0.033 0.014 0.107
C -0.082 2.786 5.963 0.020 0.014 -0.060
C 0.553 3.905 5.448 0.003 -0.027 -0.031
C 1.026 3.875 4.142 -0.026 -0.013 0.036
C 0.865 2.738 3.367 0.009 0.032 -0.067
C 1.582 -0.045 1.983 -0.200 0.050 0.137
C 2.735 0.172 2.750 0.085 0.053 0.041
C 3.998 0.030 2.207 -0.123 -0.041 -0.175
C 4.097 -0.331 0.864 -0.021 0.040 0.156
C 2.945 -0.540 0.125 -0.146 -0.099 -0.183
C 1.622 -0.418 0.625 0.507 -0.031 0.096
H -0.725 -4.301 6.285 0.006 -0.011 0.014
H -2.592 -2.745 5.794 -0.013 -0.002 0.013
H -2.240 -0.839 4.283 -0.002 -0.005 -0.024
H 1.860 -1.959 3.807 -0.027 -0.006 0.002
H 1.499 -3.893 5.274 0.015 -0.008 0.011
H -0.734 0.786 5.614 0.032 -0.003 -0.029
H -0.453 2.792 6.980 -0.002 -0.001 0.016
H 0.687 4.789 6.058 -0.007 0.016 0.001
H 1.529 4.739 3.726 0.010 0.015 -0.001
H 1.261 2.727 2.358 0.003 -0.024 -0.022
H 2.641 0.463 3.791 -0.022 0.002 -0.010
H 4.881 0.197 2.810 0.020 0.005 0.004
H 5.069 -0.449 0.399 0.016 0.006 -0.001
H 3.084 -0.834 -0.918 -0.023 0.003 0.014
C 1.959 -0.225 -4.289 0.100 -0.030 -0.031
As 1.068 0.489 -2.710 -0.012 0.154 -0.123
C 2.341 1.900 -2.312 0.060 0.033 0.034
C -0.386 1.451 -3.661 -0.022 0.007 0.050
C -0.012 2.783 -4.231 -0.087 -0.086 -0.076
C -0.003 3.926 -3.434 -0.043 0.019 0.059
C 0.337 5.160 -3.965 0.019 -0.017 -0.040
C 0.681 5.274 -5.307 -0.018 -0.018 0.051
C 0.679 4.144 -6.109 0.007 -0.020 0.025
C 0.332 2.910 -5.574 0.077 0.041 -0.008
H 2.186 0.586 -4.982 0.020 -0.024 -0.023
H 1.316 -0.954 -4.782 0.001 0.005 -0.013
H 2.883 -0.721 -3.993 0.001 0.013 -0.010
H 2.386 2.623 -3.125 0.045 -0.012 -0.007
H 3.313 1.425 -2.177 0.001 0.033 0.032
H 2.078 2.404 -1.384 -0.009 -0.011 -0.002
H -1.222 1.534 -2.965 0.055 0.026 0.036
H -0.689 0.767 -4.455 -0.046 0.007 0.026
H -0.273 3.842 -2.387 -0.016 0.001 -0.020
H 0.331 6.036 -3.330 0.003 0.018 0.006
H 0.942 6.239 -5.722 0.013 0.009 -0.008
H 0.942 4.220 -7.156 -0.005 0.007 -0.012
H 0.318 2.032 -6.211 -0.011 -0.005 -0.009
I 2.495 -6.548 0.376 0.206 -0.320 0.166
C 1.549 -5.008 -0.561 -0.349 0.370 -0.245
C 0.537 -5.080 -1.495 0.041 -0.222 0.002
N 0.207 -3.821 -1.802 0.022 0.339 0.006
N 0.929 -2.916 -1.114 -0.178 -0.380 0.077
C 1.746 -3.636 -0.354 0.210 0.294 -0.021
H 0.044 -5.919 -1.954 0.021 -0.034 0.029
H -0.548 -3.483 -2.382 -0.034 -0.057 0.064
H 2.442 -3.133 0.298 -0.024 -0.031 0.039
```
Forces are in eV/Å.

Values from the calculation:
net charge: 0
multiplicity: 4
HOMO (spin up / spin down): -6.75 / -7.36 eV
E_tot: -5791.9924 Eh
⟨S²⟩: 3.763
orbital gap (spin up / spin down): 0.2624 / 0.2847 Eh
energy relative to the best compared isomer or geometry (same formula, charge and spin): 6.1 kcal per mole